No. 1
The following is a quantum chemistry calculation of a molecular structure, C6H14ClO2YYb in a non-equilibrium geometry, from OMol25.

Structure (XYZ):
```
25
Properties=species:S:1:pos:R:3:forces:R:3:lowdin_spin:R:1
Y 1.22236 -2.12763 -1.17720 0.505 0.799 0.933 0.00
Cl -0.62236 -0.45611 -1.72731 -0.987 0.382 -0.907 0.00
C -0.27866 -3.77222 -0.56059 -0.480 -1.103 0.048 0.00
C 2.46816 -1.52262 -3.07392 0.612 -0.202 -0.752 0.00
H 0.17816 -4.75709 -0.74851 -0.210 -0.229 0.072 0.00
H -0.52948 -3.73974 0.50780 0.103 0.019 0.057 0.00
H -1.23003 -3.74201 -1.09820 -0.113 -0.120 -0.134 0.00
H 3.11400 -2.34587 -3.41688 0.145 0.046 -0.212 0.00
H 3.13063 -0.66748 -2.88800 0.059 0.003 0.102 0.00
H 1.85137 -1.23016 -3.93013 -0.079 -0.059 -0.120 0.00
Yb -0.25144 0.57541 0.61858 0.239 -1.547 0.315 0.00
C 0.44394 2.72841 0.35364 0.064 1.356 0.201 0.00
C 1.67314 -0.93244 0.69122 0.487 0.230 0.585 0.00
H 1.53648 2.68653 0.50819 -0.174 0.105 -0.082 0.00
H 0.25314 2.99989 -0.69161 0.131 0.203 -0.079 0.00
H 0.03696 3.53165 0.99425 0.211 0.030 -0.206 0.00
H 2.56686 -0.27406 0.58337 -0.187 -0.018 -0.083 0.00
H 1.69077 -1.22625 1.76005 -0.069 -0.159 -0.055 0.00
C -2.06139 2.15378 2.96161 2.324 -0.901 2.628 0.69
O -3.25632 2.39686 1.41340 -0.923 -1.027 -4.958 0.10
C -3.06351 1.90570 0.33302 -1.450 1.481 1.437 0.05
O -2.99238 1.44613 -0.73567 0.340 0.188 1.025 0.03
H -2.83809 1.71446 3.59670 0.390 0.307 -0.288 0.04
H -1.78527 3.20862 3.08800 -0.114 -0.735 -0.145 0.04
H -1.25703 1.44627 2.63819 -0.824 0.953 0.617 0.04
```
Forces are in eV/Å.

Values from the calculation:
HOMO energy (spin up / spin down) (hartree): -0.1059 / -0.1059
Multiplicity: 2
Energy (hartree): -2044.5318
HOMO-LUMO gap (spin up / spin down) (eV): 5.23 / 5.20
Net charge: -1



No. 2
The following is a quantum chemistry calculation of 2 unconnected molecules or ions with the total composition C4H9N2O2 in a non-equilibrium geometry, from OMol25.

Structure (XYZ):
```
17
Properties=species:S:1:pos:R:3:forces:R:3:nbo_charge:R:1
C 2.88933 0.74870 0.34523 3.274 2.355 2.298 -0.17
C -0.89047 -1.78034 -0.60147 1.630 1.309 0.241 -0.42
C -1.45766 1.66526 0.38720 -1.883 2.780 -2.172 -0.31
C -1.28926 0.70577 -0.47394 0.056 -2.355 0.203 -0.10
N 2.25707 0.33562 -0.59373 -1.837 -1.950 -2.675 0.18
N -0.46114 -0.42602 -0.06640 -1.942 -1.283 -1.581 0.12
O 1.24750 -0.19349 -0.98255 -0.132 -0.108 -1.385 -0.21
O -0.11928 -0.49617 1.21295 0.103 -0.508 2.168 -0.51
H 3.94978 1.02995 0.03624 -1.372 -0.236 1.108 0.26
H 2.39340 0.94769 1.30089 0.506 -0.072 -0.040 0.24
H -1.70037 -1.48044 -1.23221 -0.709 -0.852 -0.398 0.23
H -1.18783 -2.34814 0.32709 0.194 0.011 -1.554 0.21
H -0.02656 -2.17004 -1.23348 -1.224 0.033 1.153 0.27
H -1.15158 1.75382 1.36371 1.190 -0.124 1.906 0.23
H -2.02289 2.53790 -0.00675 0.124 -0.763 0.557 0.24
H -0.48417 -1.35541 1.57877 0.625 1.309 -0.358 0.50
H -1.94586 0.52536 -1.36156 1.397 0.453 0.530 0.25
```
Forces are in eV/Å.

Values from the calculation:
HOMO energy (spin up / spin down) (hartree): -0.5094 / -0.4931
Energy (hartree): -417.2738
HOMO-LUMO gap (spin up / spin down) (eV): 8.93 / 7.69
Net charge: +1



No. 3
The following is a quantum chemistry calculation of 7 unconnected molecules or ions with the total composition C8H30N2O7 in a non-equilibrium geometry, from OMol25.

Structure (XYZ):
```
47
Properties=species:S:1:pos:R:3:forces:R:3:nbo_charge:R:1
C -0.80684 -3.21527 5.31315 -0.126 1.073 0.640 -0.24
O -1.44522 -3.89583 6.37421 0.004 -0.982 0.028 -0.73
H -0.38911 -3.88249 4.55922 -0.410 -0.218 0.215 0.18
H -1.52334 -2.50733 4.89655 0.126 -0.049 -0.612 0.16
H 0.01140 -2.62141 5.72046 0.298 0.083 -0.135 0.16
H -1.95007 -3.27835 6.90848 0.108 0.095 -0.138 0.47
C -1.16174 -5.54837 -1.20147 1.384 -1.104 -1.128 -0.27
O -0.61629 -4.65075 -2.18471 -0.496 0.129 0.469 -0.73
H -0.94285 -5.25753 -0.17405 -0.663 0.482 -0.055 0.17
H -2.15507 -5.92562 -1.44455 -0.321 0.706 0.409 0.18
H -0.56024 -6.44538 -1.34875 0.145 -0.254 0.225 0.17
H -1.33145 -4.20629 -2.64578 -0.059 0.103 0.072 0.47
C -4.25437 -0.80869 -3.47084 0.303 -0.264 0.059 -0.26
O -3.35522 -1.64738 -4.23276 -0.712 0.672 0.407 -0.72
H -3.94340 -0.84255 -2.42670 0.097 -0.001 -0.106 0.18
H -4.23940 0.22695 -3.81044 0.197 0.058 -0.010 0.17
H -5.29180 -1.14073 -3.51098 -0.025 -0.266 -0.150 0.17
H -3.48053 -1.36983 -5.14318 0.162 -0.222 -0.167 0.46
C 1.76993 5.15089 4.45720 -0.082 -0.199 1.069 -0.26
O 3.13137 5.02969 4.98360 -1.065 0.634 -1.194 -0.73
H 1.11384 5.64811 5.17165 0.034 -0.223 0.532 0.16
H 1.60110 5.79562 3.59468 1.259 -0.167 -0.302 0.19
H 1.34445 4.17221 4.23523 0.080 -0.045 -0.083 0.17
H 3.12046 4.40084 5.70889 -0.235 -0.005 -0.032 0.47
C 3.38532 0.30894 -5.83492 0.398 0.095 0.355 -0.25
O 3.51661 1.66368 -5.42156 -0.406 0.166 -0.138 -0.72
H 2.74652 -0.20319 -5.11537 0.018 0.035 -0.038 0.18
H 2.95467 0.19508 -6.82974 -0.013 0.066 -0.033 0.17
H 4.38220 -0.13052 -5.80007 -0.055 -0.411 -0.188 0.16
H 3.68791 2.19979 -6.19927 0.053 0.045 0.050 0.46
C -2.36720 3.24217 0.64717 -1.024 -0.773 2.668 0.75
O -2.73130 4.29956 1.07747 -0.807 1.962 0.607 -0.67
N -2.52868 2.07614 1.25334 -1.447 -2.429 2.868 -0.85
N -1.75106 3.03367 -0.44138 3.192 1.267 -6.040 -0.82
H -2.00693 1.25196 0.99138 -0.298 0.248 0.291 0.39
H -3.08852 2.08898 2.09389 0.341 -0.311 -0.106 0.40
H -1.49558 3.89359 -0.90546 0.257 -0.443 -0.428 0.40
H -1.41777 2.14368 -0.78335 -0.125 0.440 0.149 0.40
C 2.79595 0.97046 0.03601 2.476 -0.200 0.182 -0.63
C 2.45746 -0.47033 0.31873 1.938 1.343 0.339 -0.07
O 1.11300 -0.48918 0.07680 -2.198 -1.896 -0.666 -0.72
H 2.66237 1.47753 0.99159 -0.384 0.908 -0.693 0.22
H 2.40175 1.35270 -0.90558 -0.980 0.107 0.589 0.22
H 3.85079 1.01996 -0.23413 0.522 0.176 0.592 0.20
H 2.69887 -0.71708 1.35263 -0.204 0.084 0.362 0.15
H 3.13582 -1.12913 -0.22340 -0.679 -0.394 -0.768 0.16
H 0.95222 -1.25892 -0.47387 -0.576 -0.121 0.032 0.48
```
Forces are in eV/Å.

Values from the calculation:
HOMO energy (hartree): -0.3601
Energy (hartree): -958.8448
HOMO-LUMO gap (eV): 9.93



No. 4
The following is a quantum chemistry calculation of a molecular structure, C13H28N4OP2SV in a non-equilibrium geometry, from OMol25.

Structure (XYZ):
```
50
Properties=species:S:1:pos:R:3:forces:R:3:lowdin_spin:R:1
V 0.39624 0.03809 -0.20044 -1.041 -0.768 -2.360 1.94
P -1.48082 -1.28066 -0.69721 -1.063 -1.393 -0.852 0.03
P -0.62783 1.86566 0.98200 -1.202 0.930 1.567 0.07
N 1.16153 -0.74508 -1.74406 -0.797 0.065 0.568 -0.09
N 1.72553 1.46176 -0.64503 1.068 1.297 0.787 0.39
H 2.75195 -0.48048 -3.03875 0.217 -0.131 0.303 0.00
H 3.79591 1.04875 -0.92131 -0.564 0.169 -0.308 0.02
H 3.26802 -1.10133 -1.44950 -0.616 -0.147 -0.174 0.00
C 2.53972 -0.44199 -1.95881 1.093 0.671 -0.686 0.00
H 2.91545 1.67500 -2.36069 0.022 -0.258 0.490 0.02
C 2.83514 0.99772 -1.48175 0.393 0.655 -0.062 0.05
H 0.97569 -2.01921 -3.46426 -0.230 -0.190 0.917 0.00
H 2.59217 3.31283 -0.21698 -0.357 -0.009 0.109 0.00
C 0.41886 -1.23013 -2.90730 0.957 -1.357 1.173 -0.01
C 1.72770 2.65990 -0.04007 1.114 -0.549 -0.971 0.02
H -0.75177 -2.82333 -2.31352 -0.434 -0.250 -0.156 0.00
C -0.92775 -1.75728 -2.42309 0.181 -0.615 0.026 0.01
H -1.71686 -1.59900 -3.14235 -0.267 -0.188 -0.064 0.00
H -1.74340 2.67314 0.64339 0.070 -0.418 0.073 0.02
H -0.74205 1.92748 2.41243 -0.039 -0.015 -0.523 0.01
H -2.85419 -0.92109 -0.90055 0.679 -0.133 0.290 0.00
H -1.61177 -2.58059 -0.10463 -0.180 0.578 -0.257 0.01
O -1.21096 1.21716 -1.73579 -0.464 1.360 -0.591 0.01
C -1.42413 1.95495 -2.73021 1.673 -2.256 0.863 0.00
C -2.08942 1.25724 -3.89188 -0.218 0.418 -0.157 0.00
C -0.54508 3.15993 -2.90775 -0.136 0.925 -0.156 0.00
H 0.44427 -0.53165 -3.69123 -0.735 1.841 -0.832 0.00
H -1.77743 0.20841 -3.82606 -0.313 0.395 -0.020 0.00
H -3.18776 1.30796 -3.91288 0.337 0.114 0.102 0.00
H -1.68984 1.66654 -4.81695 -0.285 0.077 -0.138 0.00
H 0.33166 3.03409 -2.26747 -0.288 0.083 0.014 0.00
H -0.20167 3.12019 -3.94206 -0.007 0.229 -0.058 0.00
H -0.95045 4.19370 -2.74678 -0.070 -1.088 -0.106 0.00
C 0.66393 3.04554 0.74843 0.730 0.975 -0.042 0.41
H 0.63945 4.04680 1.17849 0.057 -0.269 -0.051 0.02
S 1.45969 -1.14071 1.37407 0.632 -0.359 0.760 0.04
C 0.48131 -1.47438 2.75388 -0.204 -0.156 0.661 0.02
N 1.13607 -2.04472 3.76688 -0.541 0.317 -0.947 0.01
C 0.53446 -2.51021 5.00618 0.244 0.107 0.587 0.00
C -0.97253 -2.56239 4.87648 -0.162 -0.404 -0.001 0.00
C -1.50507 -1.33826 4.15684 -0.344 0.105 0.111 0.00
N -0.83063 -1.19589 2.86332 1.016 -0.186 0.280 0.01
H 2.12320 -2.17439 3.60827 0.047 -0.136 0.096 0.00
H 0.83193 -1.80939 5.79553 -0.039 -0.229 0.003 0.00
H 0.95170 -3.49997 5.23512 -0.145 0.310 0.003 0.00
H -1.41524 -2.61767 5.87350 0.033 -0.030 -0.133 0.00
H -1.25822 -3.47305 4.33648 -0.046 0.201 0.040 0.00
H -1.35132 -0.43413 4.76604 -0.036 -0.180 -0.181 0.00
H -2.57521 -1.44712 3.95870 0.175 0.063 0.090 0.00
H -1.26018 -0.63874 2.14331 0.087 -0.173 -0.085 0.00
```
Forces are in eV/Å.

Values from the calculation:
HOMO energy (spin up / spin down) (hartree): -0.5100 / -0.5353
Multiplicity: 4
Energy (hartree): -2830.7254
HOMO-LUMO gap (spin up / spin down) (eV): 7.28 / 6.18
Net charge: +2



No. 5
The following is a quantum chemistry calculation of a gas-phase ion, C8H13N2O5 (charge +1) in a non-equilibrium geometry, from OMol25.

Structure (XYZ):
```
28
Properties=species:S:1:pos:R:3:forces:R:3:nbo_charge:R:1
C 3.15936 -0.25850 0.05598 0.205 0.340 -1.540 0.71
C -1.38976 -0.42411 0.76804 -1.017 2.777 2.417 0.05
C 0.08034 -0.01038 1.02620 -0.595 -1.191 3.922 0.06
C -2.15811 0.64735 -0.02644 0.223 2.214 1.095 0.04
C 0.57972 1.76077 -0.11135 4.077 1.175 0.968 0.21
C 0.81135 0.18973 -0.21694 0.400 1.788 -1.677 0.23
C 4.28215 -0.99326 -0.67553 -2.408 -0.542 -0.934 -0.72
C -3.39648 0.02778 -0.65758 0.219 0.717 -1.354 -0.09
N -0.01742 1.05450 -1.06884 -0.259 -0.563 1.172 -0.05
N 1.94558 -0.48739 -0.60458 1.529 -1.935 -2.588 -0.66
O 3.26482 0.49677 0.99218 -0.330 -0.242 0.185 -0.60
O -1.39830 -1.59154 0.14350 1.277 -2.581 -1.702 -0.70
O 0.10253 1.42357 1.44352 -4.425 -0.263 -3.935 -0.51
O -3.98995 -0.70052 0.36843 -2.811 -1.141 0.579 -0.76
O -1.36673 0.99407 -1.16665 -1.132 0.270 -2.028 -0.35
H -1.94948 -0.51867 1.70001 0.354 0.321 0.497 0.21
H 0.54095 -0.51480 1.93901 -0.392 0.016 -1.800 0.27
H -2.44456 1.63151 0.58672 0.858 -2.128 -1.052 0.21
H 1.24906 2.69599 -0.10860 -1.545 -1.506 -0.032 0.28
H 4.31385 -0.81308 -1.77033 -0.316 0.404 0.591 0.24
H 5.18848 -0.69049 -0.29048 2.018 0.023 1.051 0.26
H 4.00823 -2.05831 -0.62536 0.772 0.112 0.424 0.25
H -2.92236 -0.56409 -1.48238 -0.997 -0.115 0.493 0.19
H -4.07672 0.77356 -1.13730 0.622 -0.419 0.532 0.21
H 2.14656 -1.06190 -1.53421 -1.670 1.842 2.595 0.45
H -2.30534 -1.89311 0.11717 -0.479 -0.485 0.025 0.51
H 0.74723 1.71401 2.01269 3.153 0.601 2.423 0.54
H -5.00498 -0.82946 0.32313 2.670 0.512 -0.327 0.52
```
Forces are in eV/Å.

Values from the calculation:
HOMO energy (hartree): -0.5105
Energy (hartree): -797.8698
HOMO-LUMO gap (eV): 10.25
Net charge: +1



No. 6
The following is a quantum chemistry calculation of 2 unconnected molecules or ions with the total composition C7H17N4O3S in a non-equilibrium geometry, from OMol25.

Structure (XYZ):
```
32
Properties=species:S:1:pos:R:3:forces:R:3:nbo_charge:R:1
C 2.16043 1.05638 -1.36476 1.712 -0.811 1.055 -0.88
S 0.94120 2.09353 -2.33676 3.699 5.633 -6.713 2.04
O 1.15767 1.83000 -3.86723 -1.406 -0.531 6.035 -0.83
O 1.24563 3.60051 -2.11055 -1.828 -5.313 0.899 -0.86
N -0.74141 1.78246 -1.99114 -1.178 1.202 2.157 -0.66
C -1.26796 0.38001 -2.20009 -3.339 -0.945 0.337 -0.28
C -2.35874 0.26286 -0.94421 0.162 2.361 -0.226 -0.25
N -1.55624 1.06720 0.10001 0.126 1.842 -0.686 -0.67
C -1.31533 2.36124 -0.70590 0.877 -3.074 -0.179 0.81
N -1.60203 3.67107 -0.35522 0.130 -2.143 -1.425 -0.76
H 1.70004 0.41959 -0.49743 0.639 1.241 -1.903 0.31
H 2.77968 0.38424 -2.12579 -1.839 1.491 1.371 0.30
H 2.96646 1.78800 -0.87614 -2.166 -1.141 -1.262 0.30
H -0.52030 -0.51338 -2.07904 -1.136 2.073 -0.637 0.26
H -2.01647 0.37628 -3.12317 2.569 -0.184 1.377 0.27
H -3.28503 0.99971 -1.09788 1.573 -2.250 -0.240 0.22
H -2.68760 -0.80599 -0.59465 0.923 2.273 -0.608 0.27
H -0.64354 0.52369 0.03389 -0.634 0.943 0.873 0.42
H -2.18073 4.27884 -1.00932 1.914 -0.949 0.558 0.47
H -1.35538 4.11412 0.56574 -0.800 -1.364 -0.909 0.48
C 0.13890 -1.67746 1.05201 0.428 -1.905 1.821 0.56
O 0.56558 -0.59655 0.66489 0.274 0.129 0.071 -0.71
N 0.65019 -2.40833 2.10301 -1.025 1.293 -1.993 -0.39
C 0.08812 -3.68241 2.50091 0.008 -0.130 0.092 -0.40
C 1.78614 -1.88654 2.83401 0.230 0.381 -0.052 -0.42
H -0.72221 -2.16359 0.56559 0.080 -0.052 0.138 0.12
H -0.24762 -3.61234 3.53956 -0.007 -0.158 -0.123 0.21
H 0.86081 -4.45205 2.41645 -0.196 -0.023 0.061 0.21
H -0.76033 -3.95475 1.86725 0.160 0.105 0.075 0.22
H 1.51938 -0.91451 3.25967 0.188 -0.114 0.034 0.22
H 2.62257 -1.75027 2.14188 0.011 0.019 0.230 0.22
H 2.07810 -2.57157 3.63440 -0.149 0.100 -0.229 0.23
```
Forces are in eV/Å.

Values from the calculation:
HOMO energy (hartree): -0.4739
Energy (hartree): -1119.3941
HOMO-LUMO gap (eV): 7.16
Net charge: +1



No. 7
The following is a quantum chemistry calculation of a gas-phase ion, C6H6 (charge -1) in a non-equilibrium geometry, from OMol25.

Structure (XYZ):
```
12
Properties=species:S:1:pos:R:3:forces:R:3:lowdin_spin:R:1
C 0.64626 1.21166 0.33981 1.073 0.035 -1.774 0.04
C -0.03557 0.42035 1.30765 -1.054 -1.554 -0.301 0.38
C -0.93855 -0.58079 0.58104 0.605 1.316 -0.793 0.03
C -0.21599 -1.59138 -0.15998 1.346 -2.423 -0.422 0.28
C -0.38141 -0.43513 -0.99061 -1.488 2.031 0.561 0.07
C 0.52312 0.75955 -0.95230 -0.548 -0.022 1.330 0.12
H 1.25088 2.11154 0.44020 0.235 -0.194 0.825 0.00
H 0.44725 -0.12700 2.12250 0.202 1.053 0.451 0.02
H -1.97215 -0.76049 0.89911 0.110 0.177 -0.095 0.00
H 0.82591 -1.91693 -0.02721 -0.323 0.025 0.525 0.02
H -1.15694 -0.31119 -1.75699 0.058 -0.595 -0.147 0.02
H 1.00718 1.21980 -1.80320 -0.215 0.151 -0.161 0.01
```
Forces are in eV/Å.

Values from the calculation:
HOMO energy (spin up / spin down) (hartree): -0.0601 / -0.0325
Multiplicity: 2
Energy (hartree): -232.0327
HOMO-LUMO gap (spin up / spin down) (eV): 6.38 / 5.37
Net charge: -1